1.
Entry from OMol25: an isolated ion of composition C29H45Si and charge +1 in a non-equilibrium geometry (wB97M-V/def2-TZVPD).

Its LUMO energy is -6.17 eV. Its energy above the lowest of the compared OMol25 structures with the same formula, charge and spin is 212.52 kJ/mol. The molecular weight is 421.76 g/mol. The value obtained for the HOMO energy is -11.6 eV. As for the spin multiplicity: 1. Its charge is +1. As for the strongest force on any atom: 0.059 hartree/bohr.

CARTESIAN COORDINATES (ANGSTROEM)
1 C -5.49098 0.57273 -2.98418
2 C -4.39028 1.12756 -2.09067
3 C -4.35099 0.47442 -0.70548
4 C -3.18683 0.97088 0.19802
5 Si -1.79798 -0.26991 0.63326
6 C -2.73124 -1.63336 1.61107
7 C -3.53510 -1.19737 2.85270
8 C -5.04486 -1.51402 2.80908
9 C -5.38111 -2.99723 2.74973
10 C -1.14990 -0.98939 -0.99027
11 C -1.34198 -2.49607 -1.26344
12 C -0.05878 -3.31620 -1.11742
13 C -0.29981 -4.80725 -1.30661
14 C -0.28727 0.47250 1.56635
15 C 0.69268 1.18983 0.73377
16 C 1.98410 1.75175 1.22137
17 H -5.49954 1.10087 -3.93738
18 H -5.34566 -0.48939 -3.19244
19 H -6.47197 0.70143 -2.52136
20 H -3.41363 0.99565 -2.57386
21 H -4.54112 2.20657 -1.96180
22 H -5.31095 0.67640 -0.20265
23 H -4.31832 -0.61938 -0.84187
24 H -2.68374 1.83247 -0.26599
25 H -3.59954 1.32824 1.15475
26 H -3.38476 -2.16875 0.90598
27 H -1.96530 -2.36180 1.91513
28 H -3.10573 -1.70234 3.72941
29 H -3.43077 -0.11617 3.02639
30 H -5.49720 -1.07888 3.70935
31 H -5.49221 -0.98800 1.95592
32 H -6.46348 -3.14537 2.76777
33 H -4.99600 -3.45828 1.83811
34 H -4.96240 -3.53038 3.60684
35 H -1.62817 -0.41646 -1.79931
36 H -0.08683 -0.71310 -1.01000
37 H -2.11160 -2.92958 -0.60756
38 H -1.71814 -2.61789 -2.29090
39 H 0.67196 -2.97171 -1.86080
40 H 0.37637 -3.12575 -0.12754
41 H 0.64603 -5.34833 -1.28680
42 H -0.93493 -5.21288 -0.51525
43 H -0.78148 -5.00370 -2.26801
44 H -0.80398 1.13255 2.29419
45 H 0.14392 -0.38423 2.13170
46 H 0.30132 1.68106 -0.16583
47 H 1.91836 2.82475 0.92938
48 H 1.94452 1.72963 2.30898
49 C 3.38740 1.33061 -4.93699
50 C 3.56472 1.23325 -3.44819
51 C 2.72842 0.35822 -2.73998
52 C 2.80208 0.33853 -1.35198
53 C 3.63122 1.21643 -0.64560
54 C 3.36294 1.24638 0.85443
55 C 4.48028 1.88291 1.76147
56 C 4.69872 1.24879 2.98537
57 C 5.64873 1.73242 3.89367
58 C 6.46716 2.81088 3.54758
59 C 6.28050 3.43312 2.30691
60 C 5.24573 3.01079 1.43712
61 C 4.62394 1.89156 -1.36735
62 C 4.53876 1.97364 -2.76736
63 H 3.99238 2.14382 -5.36387
64 H 3.68148 0.38083 -5.41363
65 H 2.32848 1.50275 -5.19912
66 H 2.02225 -0.28202 -3.27588
67 H 2.18004 -0.36404 -0.79183
68 H 3.43325 0.18572 1.12223
69 H 4.13298 0.34587 3.21774
70 H 5.75542 1.25045 4.85929
71 H 7.21415 3.19911 4.24629
72 H 6.93350 4.24545 1.98499
73 H 5.07195 3.56386 0.50881
74 H 5.46962 2.34559 -0.85815
75 H 5.23919 2.60896 -3.32780

Mulliken atomic charge list, values in e, 5 entries: -1.4152, -0.3647, -0.6233, -0.6476, -0.7888



2.
Entry from OMol25: one molecule with the formula C2H3N3 in a non-equilibrium geometry (wB97M-V/def2-TZVPD).

Its LUMO energy is 0.64 eV. Its energy above the lowest of the compared OMol25 structures with the same formula, charge and spin is 260.05 kJ/mol. The molecular weight is 69.07 g/mol. The value obtained for the HOMO energy is -9.6 eV. As for the spin multiplicity: 1. Its charge is 0. As for the strongest force on any atom: 0.155 hartree/bohr.

CARTESIAN COORDINATES (ANGSTROEM)
1 C -0.13347 0.59251 0.92957
2 C 0.30519 -0.54770 0.31653
3 N 0.13355 -0.42100 -0.95400
4 N -0.69264 0.70536 -1.22520
5 N -0.60686 1.34525 -0.00866
6 H -0.24768 0.80696 2.00437
7 H 1.27368 -1.20989 0.69309
8 H -0.03177 -1.27148 -1.75571

natural (NBO) atomic charge list, values in e, 5 entries: -0.1247, -0.0623, -0.3750, -0.0891, -0.2411



3.
Entry from OMol25: a 6-piece molecular cluster, C36H71NO12 overall in a non-equilibrium geometry (wB97M-V/def2-TZVPD).

Its LUMO energy is 0.49 eV. Its energy above the lowest of the compared OMol25 structures with the same formula, charge and spin is 0.00 kJ/mol. The molecular weight is 709.96 g/mol. The value obtained for the HOMO energy is -9.9 eV. As for the spin multiplicity: 1. Its charge is 0. As for the strongest force on any atom: 0.046 hartree/bohr.

CARTESIAN COORDINATES (ANGSTROEM)
1 H -4.83805 1.95498 -2.41972
2 N -5.41728 1.30681 -2.95264
3 C -4.98170 1.14884 -4.13321
4 C -3.75007 1.85411 -4.66336
5 C -2.89647 0.90905 -5.49787
6 O -3.43338 -0.02832 -6.09480
7 O -1.56660 1.09960 -5.61411
8 C -0.92735 1.84682 -4.55508
9 C 0.57241 1.73446 -4.60233
10 C 1.11909 2.31525 -3.27090
11 C 1.39996 1.19455 -2.26446
12 C 0.15048 0.77744 -1.46290
13 C -0.25419 -0.68298 -1.73460
14 C -1.44750 -1.09352 -0.89219
15 C -1.85170 -2.55802 -1.04029
16 C -3.32563 -2.76273 -0.63541
17 C -3.60515 -4.04325 0.17607
18 C -4.36649 -3.72727 1.47364
19 C -5.87326 -3.48664 1.18380
20 C -6.30631 -2.11223 1.72142
21 H -5.51704 0.48112 -4.79672
22 H -4.04363 2.69680 -5.28985
23 H -3.24039 2.27675 -3.80439
24 H -1.28787 1.44412 -3.61120
25 H -1.24185 2.88954 -4.58755
26 H 0.90328 0.71179 -4.74756
27 H 0.94754 2.35299 -5.41579
28 H 2.00493 2.91291 -3.45161
29 H 0.33104 2.93140 -2.84002
30 H 2.13802 1.55067 -1.55244
31 H 1.82722 0.31574 -2.74335
32 H -0.70075 1.40989 -1.71465
33 H 0.29843 0.87940 -0.38853
34 H 0.63117 -1.28421 -1.52822
35 H -0.48676 -0.74295 -2.80000
36 H -2.29977 -0.48295 -1.19657
37 H -1.23361 -0.87060 0.15333
38 H -1.70639 -2.88323 -2.07026
39 H -1.24332 -3.21281 -0.41868
40 H -3.61060 -1.91849 -0.00626
41 H -3.97494 -2.70939 -1.50584
42 H -4.27289 -4.68479 -0.39619
43 H -2.69297 -4.59423 0.39236
44 H -3.96545 -2.82303 1.92626
45 H -4.27945 -4.56982 2.15703
46 H -6.48912 -4.23828 1.66799
47 H -6.01882 -3.47007 0.10776
48 H -5.93193 -1.94635 2.72835
49 H -5.87026 -1.35008 1.07711
50 H -7.38598 -1.98873 1.70110
51 C -6.01435 -2.68347 -6.29263
52 C -4.77425 -3.02052 -5.49319
53 O -5.04560 -3.09400 -4.08654
54 C -5.49696 -4.19957 -3.47244
55 C -6.01086 -5.35154 -4.30496
56 O -5.53826 -4.22130 -2.27285
57 H -6.77718 -3.45803 -6.20148
58 H -5.76519 -2.56661 -7.34715
59 H -6.45241 -1.75320 -5.93107
60 H -4.29131 -3.93491 -5.84218
61 H -4.04573 -2.22136 -5.59877
62 H -7.08697 -5.23979 -4.42952
63 H -5.81358 -6.27348 -3.76401
64 H -5.54299 -5.43832 -5.28254
65 C 5.32976 1.59989 3.27687
66 C 4.11100 1.30534 2.42742
67 O 4.15418 2.00236 1.16247
68 C 4.72587 1.56200 0.03478
69 C 5.62549 0.35942 0.07591
70 O 4.53838 2.18355 -0.97897
71 H 6.25141 1.24919 2.82889
72 H 5.23976 1.14422 4.26249
73 H 5.41831 2.67832 3.39354
74 H 3.93575 0.23915 2.28667
75 H 3.23237 1.69676 2.91610
76 H 6.65346 0.69211 0.21095
77 H 5.54242 -0.15642 -0.87900
78 H 5.37876 -0.34365 0.86088
79 C -1.76267 3.48041 3.62128
80 C -1.76051 1.98705 3.36792
81 O -0.45278 1.50653 3.03655
82 C 0.45734 1.15400 3.95587
83 C 0.22855 1.50465 5.40587
84 O 1.47380 0.62964 3.58266
85 H -1.14449 3.74709 4.47845
86 H -2.77739 3.83242 3.80703
87 H -1.36116 4.00938 2.75722
88 H -2.17891 1.42283 4.20234
89 H -2.37344 1.75755 2.49799
90 H 0.69871 2.46621 5.61068
91 H 0.70435 0.74234 6.01756
92 H -0.81868 1.54912 5.69353
93 C 4.14951 4.98743 2.83202
94 C 2.67305 4.79392 2.55656
95 O 1.84534 5.53778 3.46086
96 C 1.50403 6.82337 3.26150
97 C 2.22133 7.62243 2.19824
98 O 0.67971 7.32002 3.97725
99 H 4.46179 6.02221 2.68477
100 H 4.73054 4.35212 2.16672
101 H 4.37645 4.72495 3.86571
102 H 2.41491 5.01840 1.52143
103 H 2.40312 3.75248 2.72284
104 H 3.06271 8.13905 2.65768
105 H 1.52727 8.36112 1.80578
106 H 2.57858 7.02987 1.35959
107 C 8.42413 -4.94824 3.20023
108 C 7.67423 -4.09586 4.20236
109 O 7.69036 -2.71101 3.84391
110 C 6.80161 -2.15678 3.00412
111 C 5.90180 -3.05041 2.18154
112 O 6.79213 -0.96109 2.88330
113 H 7.95966 -4.91331 2.21459
114 H 8.45220 -5.98675 3.53004
115 H 9.44653 -4.58728 3.09123
116 H 6.65187 -4.44253 4.35836
117 H 8.17028 -4.14182 5.16998
118 H 6.37637 -3.23391 1.21821
119 H 4.96083 -2.53053 2.01691
120 H 5.66699 -4.00104 2.65297

Mulliken atomic charge list, values in e, 5 entries: 0.2464, -0.7192, 0.1506, -0.3947, 0.6432



4.
Entry from OMol25: C2HCuFO2 as an isolated structure in a non-equilibrium geometry (wB97M-V/def2-TZVPD).

Its LUMO energy (alpha / beta) is -1.69 / -1.66 eV. Its energy above the lowest of the compared OMol25 structures with the same formula, charge and spin is 58.78 kJ/mol. The molecular weight is 139.57 g/mol. The value obtained for the HOMO energy (alpha / beta) is -8.0 / -9.1 eV. As for the spin multiplicity: 2. Its charge is 0. As for the strongest force on any atom: 0.077 hartree/bohr.

CARTESIAN COORDINATES (ANGSTROEM)
1 C -0.01036 0.74907 -0.40841
2 C -0.17600 -0.28981 0.50797
3 O -1.13194 -0.63202 1.21861
4 O 0.99339 0.60266 -1.25792
5 H 1.48387 -0.39705 -1.03667
6 Cu -2.11415 1.36001 0.81336
7 F 0.95519 -1.39285 0.16307

natural (NBO) atomic charge list, values in e, 5 entries: -0.1071, 0.5761, -0.6519, -0.6479, 0.5133



5.
Entry from OMol25: a 2-piece molecular cluster, C5H14S overall in a non-equilibrium geometry (wB97M-V/def2-TZVPD).

Its LUMO energy (alpha / beta) is 3.36 / 3.49 eV. Its energy above the lowest of the compared OMol25 structures with the same formula, charge and spin is 77.75 kJ/mol. The molecular weight is 106.23 g/mol. The value obtained for the HOMO energy (alpha / beta) is 1.2 / -5.4 eV. As for the spin multiplicity: 2. Its charge is -1. As for the strongest force on any atom: 0.052 hartree/bohr.

CARTESIAN COORDINATES (ANGSTROEM)
1 C 0.99988 0.39322 3.70376
2 C 2.25334 -0.19996 3.08637
3 S 3.70815 0.91211 3.09856
4 H 0.56826 1.14981 3.02788
5 H 1.18351 0.77241 4.68979
6 H 0.14684 -0.29269 3.70521
7 H 2.79028 -1.01992 3.55289
8 H 2.01426 -0.54925 2.08187
9 H 3.91016 0.74925 4.47112
10 C -1.71079 0.86696 -3.62332
11 C -1.10195 -0.02400 -2.51146
12 C -1.97345 -1.27072 -2.33334
13 H -2.44342 1.58776 -3.26978
14 H -1.95169 0.23425 -4.48818
15 H -0.89993 1.45199 -4.07065
16 H -0.95618 0.60221 -1.63699
17 H -0.12936 -0.33892 -2.90768
18 H -1.69796 -1.58981 -1.31676
19 H -3.05072 -1.22456 -2.43481
20 H -1.65924 -2.21012 -2.82447

natural (NBO) atomic charge list, values in e, 5 entries: -0.7404, -0.7878, -0.2363, 0.2048, 0.1925



6.
Entry from OMol25: a 9-piece molecular cluster, C25H72N14O11 overall in a non-equilibrium geometry (wB97M-V/def2-TZVPD).

Its LUMO energy is 0.21 eV. Its energy above the lowest of the compared OMol25 structures with the same formula, charge and spin is 0.00 kJ/mol. The molecular weight is 744.94 g/mol. The value obtained for the HOMO energy is -8.4 eV. As for the spin multiplicity: 1. Its charge is 0. As for the strongest force on any atom: 0.079 hartree/bohr.

CARTESIAN COORDINATES (ANGSTROEM)
1 C -17.70546 -5.02271 -24.64748
2 O -16.57221 -5.31107 -23.85480
3 C -16.50528 -6.67415 -23.45394
4 C -15.22804 -7.01024 -22.69419
5 C -15.05341 -6.19388 -21.41538
6 N -14.09691 -6.71924 -23.54267
7 H -17.71877 -5.57969 -25.58616
8 H -17.79544 -3.94597 -24.78399
9 H -18.63810 -5.28248 -24.13874
10 H -17.38121 -6.89967 -22.84059
11 H -16.51923 -7.27601 -24.36648
12 H -15.24479 -8.09149 -22.54127
13 H -14.09962 -6.25518 -20.88914
14 H -15.75244 -6.48664 -20.63146
15 H -15.09792 -5.13456 -21.67386
16 H -14.14010 -5.70581 -23.53554
17 H -14.37392 -6.98344 -24.48120
18 C -7.31018 -12.41219 -26.33176
19 O -6.96210 -11.05575 -26.27697
20 C -7.45949 -10.46211 -25.08032
21 C -9.00547 -10.32886 -24.99097
22 C -9.52704 -9.47167 -26.19053
23 N -9.44943 -9.69482 -23.74763
24 H -8.37860 -12.60522 -26.22008
25 H -6.79715 -12.99096 -25.56011
26 H -7.01745 -12.75531 -27.32375
27 H -7.14833 -11.07450 -24.22996
28 H -7.15211 -9.42674 -24.93512
29 H -9.50480 -11.29941 -25.00994
30 H -9.16055 -9.87033 -27.13783
31 H -9.32846 -8.40058 -26.15484
32 H -10.60518 -9.43655 -26.36450
33 H -9.05076 -10.23855 -22.98995
34 H -9.11340 -8.73638 -23.70181
35 C -19.42848 -12.06096 -28.27367
36 O -18.09221 -12.47747 -27.98928
37 C -17.82415 -12.69149 -26.65382
38 C -16.61691 -13.61815 -26.42350
39 N -15.44309 -12.84964 -26.80561
40 C -14.21611 -13.32666 -26.13605
41 C -12.98390 -12.48882 -26.57846
42 O -12.87279 -12.72747 -27.97820
43 C -11.83745 -11.97258 -28.53590
44 H -19.63437 -11.15171 -27.70491
45 H -20.09810 -12.87012 -27.97660
46 H -19.59474 -11.83558 -29.32566
47 H -18.71001 -13.07482 -26.13527
48 H -17.70184 -11.70899 -26.18752
49 H -16.78619 -14.46533 -27.09464
50 H -16.68260 -14.04424 -25.42334
51 H -15.26975 -12.75529 -27.79583
52 H -13.90293 -14.34781 -26.36645
53 H -14.30469 -13.11899 -25.06849
54 H -12.06159 -12.81530 -26.09347
55 H -13.21158 -11.44898 -26.33252
56 H -11.96952 -10.88828 -28.49678
57 H -11.68614 -12.19948 -29.59151
58 H -10.88211 -12.17526 -28.04331
59 C -8.06740 -4.29548 -27.84407
60 O -7.68092 -4.73506 -26.56958
61 C -7.32970 -6.10395 -26.44599
62 C -7.06035 -6.47857 -24.97297
63 N -8.26484 -6.73470 -24.16482
64 C -9.01749 -5.53960 -23.89564
65 C -10.32288 -5.85090 -23.16705
66 O -9.98319 -5.90118 -21.75252
67 C -10.86752 -6.61997 -20.92881
68 H -9.00243 -4.79087 -28.11538
69 H -7.30012 -4.51131 -28.59095
70 H -8.24310 -3.22079 -27.83138
71 H -6.42261 -6.23032 -27.04089
72 H -8.09362 -6.81110 -26.77699
73 H -6.57053 -5.57701 -24.59293
74 H -6.43021 -7.36132 -24.87735
75 H -7.90351 -6.96924 -23.24699
76 H -9.21347 -4.98148 -24.81073
77 H -8.48265 -4.86664 -23.21991
78 H -10.74999 -6.80777 -23.47023
79 H -11.07415 -5.05992 -23.19167
80 H -11.84250 -6.15420 -21.08424
81 H -10.54053 -6.58964 -19.89050
82 H -10.85012 -7.66686 -21.24018
83 N -13.97780 -12.16214 -20.26856
84 C -15.02662 -12.97550 -20.63053
85 N -15.55836 -12.60453 -21.75856
86 O -15.52492 -13.83312 -19.91768
87 H -13.71708 -11.43900 -20.91914
88 H -13.45870 -12.41067 -19.44412
89 H -16.33943 -13.14469 -22.09193
90 H -15.16760 -11.80598 -22.23908
91 N -12.32451 -9.07575 -23.18446
92 C -12.88884 -10.30180 -23.13645
93 N -12.09672 -11.29674 -23.43931
94 O -14.06844 -10.47952 -23.05866
95 H -11.32477 -8.97760 -23.30647
96 H -12.93809 -8.27342 -23.11204
97 H -11.22518 -11.12474 -23.91738
98 H -12.54810 -12.19089 -23.55929
99 N -13.09048 -15.17809 -22.48094
100 C -12.84800 -15.68689 -21.26285
101 N -11.54596 -15.57626 -20.95252
102 O -13.76575 -16.08058 -20.53087
103 H -14.06305 -15.22625 -22.74294
104 H -12.40605 -14.87550 -23.16103
105 H -11.37694 -15.77703 -19.97906
106 H -10.83532 -15.24463 -21.58242
107 N -8.62669 -14.40333 -24.09424
108 C -9.84287 -14.85490 -24.22706
109 N -9.85432 -16.16412 -24.50078
110 O -10.87643 -14.21866 -24.02184
111 H -8.45553 -13.43792 -23.85580
112 H -7.85058 -15.01800 -24.27173
113 H -10.78920 -16.51223 -24.64738
114 H -9.00347 -16.69187 -24.58630
115 N -10.50420 -11.83417 -20.83022
116 C -9.19234 -12.13126 -20.95333
117 N -8.69654 -12.49427 -19.78900
118 O -8.57366 -12.16441 -21.99067
119 H -10.88919 -11.56006 -21.72343
120 H -11.08095 -12.03493 -20.03286
121 H -9.29771 -12.45092 -18.98428
122 H -7.69951 -12.62881 -19.73665

Mulliken atomic charge list, values in e, 5 entries: -0.7980, -0.2831, -0.9690, 0.6762, -1.4522